A:
Molecular formula: C3H8OS
Method: DFT, ωB97M-V/def2-TZVPD

LUMO level: 0.81 eV
Spin multiplicity: 1
Highest occupied orbital energy: -9.3 eV
HOMO-LUMO gap: 10.135 eV

Element x y z (Å)
O 2.345 -0.721 -0.018
C 0.961 -0.856 0.122
C 0.364 0.494 -0.348
C -1.078 0.602 0.284
S -2.149 -0.825 -0.124
H 2.476 0.162 -0.484
H 0.685 -1.707 -0.398
H 0.657 -1.111 1.129
H 1.125 1.134 0.171
H 0.316 0.704 -1.410
H -0.921 0.808 1.387
H -1.473 1.487 -0.165
H -3.308 -0.173 -0.146

---

B:
Molecular formula: C3H8OS
Method: DFT, ωB97M-V/def2-TZVPD

LUMO level: 0.82 eV
Spin multiplicity: 1
Highest occupied orbital energy: -9.3 eV
HOMO-LUMO gap: 10.144 eV

Element x y z (Å)
O 2.081 -2.204 0.636
C 1.875 -0.782 0.482
C 0.484 -0.416 -0.161
C -0.382 0.803 0.304
S -1.996 1.305 -0.725
H 1.238 -2.655 0.860
H 1.896 -0.484 1.476
H 2.706 -0.354 -0.112
H 0.587 -0.310 -1.302
H 0.013 -1.428 -0.010
H 0.245 1.719 0.233
H -0.645 0.569 1.348
H -2.620 2.065 0.268

---

Stability, descending: A, B